No. 1
Molecular formula: C3H3N8OP
Method: DFT, ωB97M-V with the def2-TZVPD basis set

```
16
Properties=species:S:1:pos:R:3:lowdin_charge:R:1
C -0.93 -1.72 0.94 -0.605
C 0.84 1.68 -0.43 -0.540
C 0.93 0.47 0.27 -0.302
N -1.69 -2.40 2.76 -0.191
N 1.05 3.71 -1.11 -0.156
N -0.74 -1.59 2.26 -0.063
N 1.46 2.85 -0.17 -0.046
N -1.84 -2.60 0.63 -0.089
N 0.20 1.83 -1.59 -0.026
N -2.35 -3.04 1.78 -0.163
N 0.39 3.07 -2.05 -0.124
O -0.38 -0.94 -1.67 -0.473
P 0.21 -1.01 -0.30 0.589
H 1.60 0.48 1.18 0.043
H -0.18 0.94 -2.14 0.153
H 1.44 -1.73 -0.37 -0.006
```

Values from the calculation:
Charge = -2
E_HOMO = 0.15 eV
Lowest unoccupied orbital energy = 6.832 eV

***

No. 2
Molecular formula: C4H7BeO2
Method: DFT, ωB97M-V with the def2-TZVPD basis set

```
14
Properties=species:S:1:pos:R:3:lowdin_charge:R:1
O 1.29 0.83 1.49 -0.073
C 1.38 1.79 0.61 -0.227
C 0.80 1.68 -0.64 -0.033
H 0.30 2.59 -1.00 0.071
H 2.26 2.45 0.73 0.147
H 1.32 1.01 -1.34 0.086
Be 0.46 -0.28 1.25 0.576
C -0.54 -0.57 -0.17 -0.062
C -0.57 -1.95 0.08 -0.202
O -0.94 -2.41 1.29 0.087
H 0.30 -1.04 -0.98 0.183
H -0.45 -2.70 -0.70 0.155
H -1.48 -0.04 0.00 0.149
H -0.41 -3.16 1.59 0.143
```

Values from the calculation:
Charge = +1
E_HOMO (alpha / beta) = -11.45 / -11.45 eV
Lowest unoccupied orbital energy (alpha / beta) = -5.731 / -5.820 eV

***

No. 3
Molecular formula: C45H39MoN5O3STe
Method: DFT, ωB97M-V with the def2-TZVPD basis set

```
95
Properties=species:S:1:pos:R:3:lowdin_charge:R:1
Mo 0.67 1.99 0.24 1.667
O -3.94 4.82 1.40 0.077
C -2.96 5.54 1.96 -0.258
C -3.34 6.63 2.74 -0.002
C -2.39 7.42 3.35 -0.057
C -1.02 7.15 3.19 -0.076
C -0.64 6.08 2.42 -0.020
C -1.59 5.26 1.79 -0.093
C -1.11 4.14 1.00 -0.453
O 0.17 3.92 0.88 -0.200
N -2.00 3.32 0.43 0.061
N -1.28 2.43 -0.33 -0.145
C -1.71 2.00 -1.46 -0.041
C -0.66 1.68 -2.42 -0.305
C -0.93 1.32 -3.72 -0.003
C 0.11 1.37 -4.65 -0.010
C 1.35 1.80 -4.25 -0.011
C 1.56 2.10 -2.91 -0.099
N 0.59 2.04 -2.00 -0.008
H -3.55 4.10 0.87 0.067
H -4.39 6.83 2.86 0.124
H -2.70 8.26 3.95 0.112
H -0.28 7.78 3.67 0.106
H 0.41 5.85 2.28 0.116
H -2.74 2.13 -1.76 0.150
H -1.93 1.03 -4.01 0.132
H -0.07 1.09 -5.68 0.125
H 2.18 1.88 -4.94 0.124
H 2.54 2.40 -2.55 0.125
S 3.12 -1.35 3.45 1.087
C 3.63 -2.18 2.06 -0.364
C 3.12 -1.65 0.92 -0.107
C 2.31 -0.50 1.16 -0.339
C 2.20 -0.22 2.51 -0.415
C 1.32 0.72 3.16 -0.272
C 1.27 0.76 4.57 -0.031
C 0.30 1.47 5.22 -0.025
C -0.67 2.12 4.46 -0.026
C -0.54 2.10 3.09 -0.115
N 0.46 1.47 2.43 -0.005
H 4.26 -3.05 2.15 0.085
H 3.29 -2.06 -0.06 0.130
H 2.01 0.21 5.14 0.088
H 0.26 1.49 6.30 0.123
H -1.50 2.64 4.90 0.120
H -1.28 2.58 2.49 0.089
C -4.65 -6.24 -3.87 -0.044
C -3.79 -5.17 -3.27 -0.260
C -3.94 -4.79 -1.94 -0.012
C -3.15 -3.80 -1.37 -0.297
C -3.39 -3.45 0.08 -0.075
C -2.16 -3.18 -2.15 -0.410
Te -0.89 -1.70 -1.30 1.451
N 1.74 0.22 0.10 -0.101
C 2.62 0.16 -1.02 -0.517
O 2.31 -0.34 -2.07 0.068
C 3.98 0.78 -0.84 -0.175
C 5.02 0.33 -1.65 -0.010
C 6.27 0.92 -1.56 -0.054
C 6.50 1.96 -0.67 -0.062
C 5.46 2.42 0.13 -0.060
C 4.22 1.81 0.06 -0.044
C -0.09 -2.89 0.25 -0.476
C 0.65 -4.01 -0.14 -0.135
C 1.22 -4.85 0.80 -0.081
C 1.06 -4.57 2.15 -0.080
C 0.33 -3.46 2.54 -0.061
C -0.27 -2.61 1.61 -0.326
C -1.14 -1.49 2.11 -0.073
C -2.00 -3.53 -3.49 -0.311
C -1.00 -2.92 -4.43 -0.087
C -2.82 -4.52 -4.02 -0.022
H -5.36 -6.64 -3.15 0.076
H -4.04 -7.07 -4.24 0.085
H -5.22 -5.86 -4.72 0.084
H -4.69 -5.27 -1.33 0.118
H -4.39 -3.76 0.38 0.083
H -3.29 -2.37 0.24 0.041
H -2.67 -3.94 0.73 0.085
H 4.83 -0.47 -2.35 0.124
H 7.08 0.56 -2.19 0.112
H 7.47 2.42 -0.61 0.111
H 5.63 3.24 0.82 0.111
H 3.44 2.19 0.73 0.090
H 0.78 -4.22 -1.19 0.100
H 1.78 -5.72 0.48 0.107
H 1.50 -5.21 2.90 0.109
H 0.20 -3.24 3.60 0.115
H -0.83 -1.18 3.11 0.077
H -2.18 -1.81 2.17 0.081
H -1.11 -0.62 1.46 0.021
H -0.33 -2.21 -3.95 0.000
H -1.51 -2.40 -5.25 0.083
H -0.37 -3.69 -4.89 0.086
H -2.70 -4.80 -5.07 0.126
```

Values from the calculation:
2S+1 = 4
Charge = +1
E_HOMO (alpha / beta) = -9.58 / -9.58 eV
Lowest unoccupied orbital energy (alpha / beta) = -3.607 / -4.356 eV

***

No. 4
Molecular formula: H17O9
Method: DFT, ωB97M-V with the def2-TZVPD basis set

```
26
Properties=species:S:1:pos:R:3:lowdin_charge:R:1
O -0.60 0.42 -2.32 -0.060
H 0.40 2.44 0.75 0.005
H -2.75 1.56 0.22 0.009
O 1.96 -1.80 -2.26 -0.086
H 1.43 -1.48 -1.50 -0.014
O -2.67 -1.81 0.95 -0.089
H -2.64 -1.89 1.90 0.008
H -2.05 -1.08 0.77 -0.017
O 0.19 -1.17 -0.14 -0.060
H 1.02 2.73 -1.05 -0.011
H 0.63 -1.85 0.40 0.041
O -2.16 0.83 0.38 -0.178
H -0.38 0.38 -1.39 -0.016
H 0.68 -0.42 0.25 0.026
O 0.86 2.89 -1.99 -0.101
H 0.68 0.78 1.77 -0.012
H 0.29 2.17 -2.28 -0.019
O 0.15 1.57 0.42 -0.342
H -1.13 1.14 0.15 -0.022
H 1.58 -1.30 -2.99 0.022
O 2.24 -1.84 2.00 -0.066
H 1.83 -2.39 1.34 0.002
H 1.80 -0.97 1.91 -0.008
O 0.55 0.16 2.54 -0.107
H -0.42 0.13 2.50 0.045
H -1.49 0.78 -2.34 0.050
```

Values from the calculation:
Charge = -1
E_HOMO = -6.25 eV
Lowest unoccupied orbital energy = 3.321 eV

***

No. 5
Molecular formula: C2H5N2
Method: DFT, ωB97M-V with the def2-TZVPD basis set

```
9
Properties=species:S:1:pos:R:3:lowdin_charge:R:1
C 0.73 -0.10 -0.39 -0.145
C 0.86 1.23 -0.51 0.023
N -1.73 -1.19 0.94 0.339
N -0.81 -1.55 0.45 0.310
H 0.60 -0.72 -1.26 0.064
H 1.05 -0.60 0.52 0.057
H 1.09 1.86 0.33 0.067
H 0.73 1.73 -1.46 0.071
H -2.50 -0.67 1.37 0.214
```

Values from the calculation:
Charge = +1
E_HOMO (alpha / beta) = -14.68 / -14.68 eV
Lowest unoccupied orbital energy (alpha / beta) = -6.771 / -6.770 eV

***

No. 6
Molecular formula: C29H31N3O6
Method: DFT, ωB97M-V with the def2-TZVPD basis set

```
69
Properties=species:S:1:pos:R:3:lowdin_charge:R:1
C -6.93 -2.17 0.75 -0.108
O -5.78 -1.39 0.53 -0.196
C -4.87 -1.45 1.61 -0.232
C -3.69 -0.56 1.36 -0.048
C -3.59 0.25 0.31 -0.025
C -2.46 1.14 0.06 -0.181
C -1.81 1.74 1.10 0.032
C -0.69 2.60 0.91 -0.155
C 0.05 3.15 1.93 0.021
C 1.21 3.94 1.70 -0.340
O 1.81 4.61 2.52 0.087
C 1.77 3.82 0.23 -0.304
C 2.88 4.81 -0.05 0.024
O 2.29 2.47 0.23 0.102
C 2.30 1.79 -0.90 -0.410
O 1.82 2.17 -1.94 0.135
C 2.93 0.45 -0.75 -0.140
C 2.66 -0.55 -1.71 -0.046
N 3.16 -1.75 -1.62 0.138
C 3.98 -2.00 -0.58 -0.223
C 4.56 -3.28 -0.43 -0.016
C 5.39 -3.53 0.63 -0.072
C 5.67 -2.53 1.58 -0.073
C 5.13 -1.28 1.46 -0.005
C 4.27 -0.99 0.38 -0.208
N 3.72 0.23 0.27 0.213
C 0.61 3.94 -0.75 -0.308
O 0.51 4.83 -1.57 0.144
C -0.43 2.94 -0.47 -0.067
C -1.15 2.37 -1.46 0.035
N -2.11 1.43 -1.23 -0.020
C -2.53 0.65 -2.38 -0.125
C -1.43 -0.30 -2.85 -0.122
C -1.15 -1.44 -1.86 -0.210
O -0.41 -0.94 -0.77 -0.133
C -0.33 -1.82 0.35 -0.436
C 0.37 -3.13 0.02 -0.033
C 0.40 -1.07 1.45 -0.008
H -6.68 -3.22 0.88 0.090
H -7.49 -1.82 1.63 0.091
H -7.55 -2.05 -0.14 0.091
H -4.53 -2.48 1.76 0.132
H -5.37 -1.13 2.54 0.134
H -2.91 -0.64 2.11 0.115
H -4.40 0.25 -0.40 0.115
H -2.13 1.53 2.11 0.125
H -0.25 3.00 2.96 0.118
H 2.47 5.81 -0.07 0.101
H 3.63 4.74 0.74 0.093
H 3.34 4.59 -1.01 0.097
H 2.00 -0.34 -2.54 0.118
H 4.33 -4.03 -1.17 0.114
H 5.84 -4.51 0.74 0.104
H 6.33 -2.76 2.40 0.104
H 5.32 -0.50 2.18 0.117
H -0.94 2.62 -2.49 0.155
H -3.43 0.08 -2.13 0.116
H -2.77 1.34 -3.19 0.133
H -1.73 -0.74 -3.80 0.121
H -0.50 0.25 -2.99 0.110
H -2.10 -1.87 -1.50 0.132
H -0.59 -2.22 -2.37 0.124
H -1.37 -2.04 0.67 0.127
H 0.59 -3.66 0.94 0.084
H 1.31 -2.94 -0.50 0.060
H -0.25 -3.77 -0.60 0.074
H 0.33 -1.62 2.39 0.087
H -0.04 -0.08 1.59 0.063
H 1.44 -0.93 1.19 0.068
```

Values from the calculation:
Charge = 0
E_HOMO = -7.38 eV
Lowest unoccupied orbital energy = -0.593 eV
SMILES = COC/C=C/C1=CC2=CC(=O)[C@@](C)(OC(=O)c3cnc4ccccc4n3)C(=O)C2=CN1CCCOC(C)C

***

Energy above the lowest of the compared OMol25 structures with the same formula, charge and spin list, top to bottom, in kcal per mole: 0.0; 73.8; 0.0; 27.9; 68.2; 58.4
Electronic energy list, top to bottom, in a.u.: -970.73407; -321.36976; -2971.93395; -687.40763; -188.30684; -1739.36012